The following is a quantum chemistry calculation of C11H13N3 in the gas phase in a non-equilibrium geometry, from the OMol25 dataset.

The geometry in ORCA input format:
```
! RIJCOSX wB97M-V def2-TZVPD def2/J DEFGRID3
* xyz 0 1
C 3.011 3.591 2.642
C 2.307 2.688 2.296
C 1.434 1.618 2.066
C 0.776 0.813 3.175
N -0.074 -0.137 2.883
C -0.287 -0.586 1.628
C 0.421 -0.070 0.584
N 0.230 -0.476 -0.732
C 0.143 -1.890 -1.113
C -1.239 -2.301 -1.464
N -1.781 -1.421 -2.444
C -1.957 -0.029 -1.914
C -0.537 0.492 -1.633
C 1.285 0.998 0.788
H 3.585 4.470 3.020
H 0.986 1.086 4.237
H -1.107 -1.380 1.477
H 0.545 -2.512 -0.335
H 0.826 -1.962 -1.972
H -1.206 -3.351 -1.864
H -1.875 -2.206 -0.629
H -1.363 -1.463 -3.419
H -2.641 0.496 -2.681
H -2.571 -0.017 -1.004
H 0.052 0.672 -2.500
H -0.613 1.396 -0.987
H 1.651 1.479 -0.105
*
```

Calculated values
HOMO level, eV: -7.90
Energy relative to the best compared isomer or geometry (same formula, charge and spin), kJ/mol: 325.61
HOMO-LUMO gap, Ha: 0.3030
Calculated total energy, eV: -16084.4526

natural (NBO) population analysis, charges in e, atoms 1 to 8:
1 C -0.190
2 C -0.056
3 C -0.145
4 C 0.078
5 N -0.425
6 C -0.002
7 C 0.114
8 N -0.471


The following is a quantum chemistry calculation of C21H22N2O2S in the gas phase, from the OMol25 dataset.

The geometry in ORCA input format:
```
! RIJCOSX wB97M-V def2-TZVPD def2/J DEFGRID3
* xyz 0 1
N -6.534 -0.031 1.315
S -5.874 0.080 -0.219
O -5.970 1.455 -0.602
O -6.509 -0.931 -1.006
C -4.156 -0.349 0.023
C -3.246 0.644 0.326
C -1.925 0.303 0.550
C -1.514 -1.026 0.474
C -0.073 -1.371 0.670
C 0.711 -1.099 -0.638
N 2.130 -1.347 -0.577
C 2.886 -0.532 0.365
C 2.630 0.939 0.115
C 2.815 1.469 -1.155
C 2.586 2.812 -1.393
C 2.176 3.641 -0.362
C 1.996 3.121 0.907
C 2.220 1.775 1.144
C 4.371 -0.778 0.202
C 4.896 -1.258 -0.990
C 6.260 -1.441 -1.129
C 7.114 -1.143 -0.082
C 6.597 -0.659 1.108
C 5.233 -0.479 1.248
C -2.448 -2.008 0.157
C -3.772 -1.672 -0.067
H -6.181 0.653 1.962
H -6.547 -0.964 1.687
H -3.586 1.667 0.366
H -1.200 1.070 0.784
H 0.346 -0.752 1.465
H 0.039 -2.422 0.945
H 0.562 -0.055 -0.924
H 0.302 -1.729 -1.432
H 2.316 -2.328 -0.392
H 2.620 -0.755 1.416
H 3.131 0.817 -1.954
H 2.729 3.214 -2.385
H 1.999 4.690 -0.547
H 1.677 3.762 1.716
H 2.076 1.375 2.139
H 4.227 -1.490 -1.804
H 6.658 -1.818 -2.060
H 8.179 -1.286 -0.191
H 7.258 -0.423 1.930
H 4.833 -0.099 2.178
H -2.136 -3.039 0.086
H -4.512 -2.413 -0.326
*
```

Calculated values
HOMO level, eV: -8.91
Energy relative to the best compared isomer or geometry (same formula, charge and spin), kJ/mol: 69.40
HOMO-LUMO gap, Ha: 0.3462
Calculated total energy, eV: -40044.5759

natural (NBO) population analysis, charges in e, atoms 1 to 8:
1 N -1.062
2 S 2.312
3 O -0.932
4 O -0.932
5 C -0.360
6 C -0.190
7 C -0.169
8 C 0.001


The following is a quantum chemistry calculation of a molecular structure, C7H6MgN2O6 in a non-equilibrium geometry, from the OMol25 dataset.

The geometry in ORCA input format:
```
! RIJCOSX wB97M-V def2-TZVPD def2/J DEFGRID3
* xyz 2 1
O 0.096 -0.023 -5.130
C 0.083 -0.022 -3.989
Mg 0.105 -0.020 -1.484
O 2.275 -2.800 -1.690
C 1.562 -1.910 -1.784
C -1.355 1.838 -1.784
O -2.060 2.740 -1.703
C -1.759 -1.467 -1.779
O -2.657 -2.177 -1.708
C 1.974 1.459 -1.785
O 2.877 2.155 -1.693
C 1.379 -0.046 3.014
N -0.043 0.022 2.734
C -0.548 0.035 1.498
N -1.903 0.135 1.366
O 0.232 -0.029 0.486
H 1.959 -0.081 2.092
H 1.600 -0.937 3.606
H 1.684 0.829 3.593
H -0.694 0.068 3.505
H -2.325 0.080 0.441
H -2.481 0.154 2.194
*
```

Calculated values
HOMO level, eV: -16.93
Energy relative to the best compared isomer or geometry (same formula, charge and spin), kJ/mol: 0.00
HOMO-LUMO gap, Ha: 0.3209
Calculated total energy, eV: -28052.0695

natural (NBO) population analysis, charges in e, atoms 1 to 8:
1 O -0.335
2 C 0.398
3 Mg 1.554
4 O -0.326
5 C 0.411
6 C 0.402
7 O -0.326
8 C 0.401


The following is a quantum chemistry calculation of a molecular structure, C33H41N3SSrTe, from the OMol25 dataset.

The geometry in ORCA input format:
```
! RIJCOSX wB97M-V def2-TZVPD def2/J DEFGRID3
* xyz -2 1
Sr -1.271 -0.757 1.260
C -2.455 2.486 -2.344
C -2.918 1.859 -1.027
C -4.290 1.215 -1.168
C -2.875 2.865 0.106
C -3.701 3.976 0.047
C -3.703 4.944 1.041
C -2.893 4.758 2.149
C -2.066 3.647 2.266
C -1.365 3.387 3.590
C -2.375 3.281 4.731
C -0.295 4.428 3.913
C -1.992 2.706 1.206
N -1.140 1.624 1.241
C 0.198 1.883 1.551
C 1.089 1.002 2.065
N 0.835 -0.338 2.396
C 1.713 -0.948 3.249
C 2.040 -2.321 3.023
C 2.970 -2.953 3.828
C 3.610 -2.294 4.871
C 3.245 -0.988 5.141
C 2.289 -0.317 4.389
C 1.768 1.010 4.917
C 1.152 0.837 6.305
C 2.836 2.103 4.948
C 1.389 -3.128 1.918
C 2.410 -3.790 0.992
C 0.418 -4.164 2.485
H -2.415 1.738 -3.138
H -1.459 2.916 -2.231
H -3.130 3.286 -2.658
H -2.196 1.075 -0.791
H -5.045 1.951 -1.457
H -4.611 0.760 -0.229
H -4.272 0.439 -1.936
H -4.355 4.089 -0.812
H -4.347 5.812 0.967
H -2.921 5.470 2.968
H -0.875 2.418 3.503
H -2.891 4.229 4.907
H -1.873 2.998 5.659
H -3.132 2.527 4.514
H -0.729 5.430 3.984
H 0.472 4.449 3.140
H 0.191 4.208 4.868
H 0.586 2.877 1.313
H 2.115 1.362 2.159
H 3.209 -3.991 3.624
H 4.351 -2.803 5.476
H 3.681 -0.475 5.994
H 0.973 1.337 4.247
H 1.902 0.545 7.044
H 0.376 0.070 6.298
H 0.699 1.773 6.643
H 3.669 1.815 5.597
H 2.426 3.041 5.331
H 3.239 2.293 3.954
H 0.807 -2.461 1.279
H 2.999 -4.543 1.522
H 3.098 -3.050 0.585
H 1.908 -4.281 0.158
H 0.940 -4.894 3.109
H -0.091 -4.705 1.684
H -0.343 -3.697 3.115
Te -4.078 -0.951 2.965
C -4.853 -2.898 2.612
C -5.788 -3.454 3.485
C -6.319 -4.716 3.266
C -5.927 -5.463 2.166
C -4.996 -4.925 1.289
C -4.469 -3.661 1.509
H -6.099 -2.886 4.353
H -7.043 -5.112 3.970
H -6.343 -6.450 1.995
H -4.669 -5.484 0.420
H -3.751 -3.269 0.796
S -0.164 -2.602 -3.549
C -0.715 -2.247 -2.022
N -1.121 -2.018 -0.952
*
```

Calculated values
HOMO level, eV: -0.66
Energy relative to the best compared isomer or geometry (same formula, charge and spin), kJ/mol: 0.00
HOMO-LUMO gap, Ha: 0.1799
Calculated total energy, eV: -58325.5226

Löwdin population analysis, charges in e, atoms 1 to 8:
1 Sr 1.091
2 C -0.068
3 C -0.391
4 C -0.069
5 C -0.144
6 C -0.071
7 C -0.118
8 C -0.074


The following is a quantum chemistry calculation of C5H7N in the gas phase, from the OMol25 dataset.

The geometry in ORCA input format:
```
! RIJCOSX wB97M-V def2-TZVPD def2/J DEFGRID3
* xyz 0 1
C 1.919 -0.020 -0.078
C 0.441 0.061 0.112
C -0.393 1.145 0.193
C -1.732 0.667 0.106
C -1.669 -0.695 -0.040
N -0.344 -1.053 -0.039
H 2.391 -0.801 0.532
H 2.118 -0.233 -1.124
H 2.399 0.930 0.177
H -0.059 2.174 0.253
H -2.634 1.259 0.165
H -2.446 -1.442 -0.120
H 0.008 -1.992 -0.137
*
```

Calculated values
HOMO level, eV: -7.99
Energy relative to the best compared isomer or geometry (same formula, charge and spin), kJ/mol: 3.61
HOMO-LUMO gap, Ha: 0.3323
Calculated total energy, eV: -6788.4752

natural (NBO) population analysis, charges in e, atoms 1 to 8:
1 C -0.638
2 C 0.123
3 C -0.301
4 C -0.303
5 C -0.080
6 N -0.511
7 H 0.213
8 H 0.216


The following is a quantum chemistry calculation of 2 unconnected molecules or ions with the total composition C2HIN2O2 in a non-equilibrium geometry, from the OMol25 dataset.

The geometry in ORCA input format:
```
! RIJCOSX wB97M-V def2-TZVPD def2/J DEFGRID3
* xyz 0 1
C -0.562 -0.620 0.083
C -0.454 1.556 0.137
N 0.514 -1.097 -0.129
N 1.638 -1.241 -0.532
O -1.568 1.771 0.104
O 0.689 1.594 0.119
I -2.585 -1.160 0.165
H 2.329 -0.804 0.052
*
```

Calculated values
HOMO level (spin up / spin down), eV: -8.90 / -8.90
Energy relative to the best compared isomer or geometry (same formula, charge and spin), kJ/mol: 95.87
HOMO-LUMO gap (spin up / spin down), Ha: 0.2807 / 0.2807
Calculated total energy, eV: -17262.5359

From a natural (NBO) analysis of the wavefunction, the atomic charges in e read:
1 C -0.130
2 C 1.002
3 N -0.006
4 N -0.445
5 O -0.527
6 O -0.543
7 I 0.285
8 H 0.363


The following is a quantum chemistry calculation of C8H8Cl2O in the gas phase in a non-equilibrium geometry, from the OMol25 dataset.

The geometry in ORCA input format:
```
! RIJCOSX wB97M-V def2-TZVPD def2/J DEFGRID3
* xyz 0 1
C -0.817 1.064 -0.533
C 0.623 -0.693 0.218
C 0.026 2.003 -0.046
C 1.697 0.268 0.728
C -0.585 -0.320 -0.326
C 1.267 1.719 0.525
C 3.123 0.102 0.179
C -1.519 -1.369 -0.789
O 2.122 2.719 0.625
Cl 3.157 -0.065 -1.543
Cl 4.059 -1.245 0.873
H -1.782 1.390 -0.762
H 0.911 -1.749 0.263
H -0.159 3.107 -0.205
H 1.889 0.214 1.908
H -2.504 -0.791 -0.808
H -1.692 -2.176 -0.017
H -1.096 -1.792 -1.776
H 3.016 2.241 0.710
*
```

Calculated values
HOMO level (spin up / spin down), eV: -6.86 / -8.75
Energy relative to the best compared isomer or geometry (same formula, charge and spin), kJ/mol: 115.18
HOMO-LUMO gap (spin up / spin down), Ha: 0.1930 / 0.3040
Calculated total energy, eV: -35514.1170

natural (NBO) population analysis, charges in e, atoms 1 to 8:
1 C -0.207
2 C -0.187
3 C -0.286
4 C -0.420
5 C -0.024
6 C 0.384
7 C -0.078
8 C -0.640


The following is a quantum chemistry calculation of a molecular structure, C36H28ClIIrO5P2S in a non-equilibrium geometry, from the OMol25 dataset.

The geometry in ORCA input format:
```
! RIJCOSX wB97M-V def2-TZVPD def2/J DEFGRID3
* xyz 2 2
Ir -0.478 0.668 -1.211
O 1.794 -0.157 2.239
S 0.813 -0.704 1.312
C -0.618 -1.142 2.359
C -0.534 -2.006 3.435
C -1.644 -2.187 4.249
C -2.827 -1.521 3.975
C -2.894 -0.628 2.920
C -1.780 -0.426 2.107
P -1.800 0.949 0.907
C -3.267 0.849 -0.146
C -3.605 2.045 -0.809
C -4.700 2.085 -1.646
C -5.452 0.932 -1.839
C -5.114 -0.252 -1.189
C -4.009 -0.309 -0.359
C -2.189 2.314 2.053
C -3.513 2.709 2.265
C -3.803 3.623 3.261
C -2.790 4.163 4.038
C -1.474 3.773 3.825
C -1.171 2.849 2.840
C 1.617 -2.184 0.607
C 1.903 -3.339 1.304
C 2.607 -4.354 0.661
C 2.990 -4.215 -0.662
C 2.707 -3.051 -1.355
C 2.043 -2.011 -0.708
P 1.814 -0.379 -1.467
C 2.979 0.674 -0.553
C 4.160 0.161 -0.017
C 5.021 1.004 0.660
C 4.711 2.348 0.812
C 3.545 2.864 0.263
C 2.678 2.029 -0.414
C 2.465 -0.501 -3.154
C 3.782 -0.138 -3.439
C 4.247 -0.246 -4.739
C 3.405 -0.684 -5.754
C 2.101 -1.060 -5.464
C 1.618 -0.948 -4.171
H 0.392 -2.497 3.685
H -1.573 -2.839 5.105
H -3.687 -1.666 4.610
H -3.797 -0.064 2.737
H -3.012 2.936 -0.645
H -4.956 3.001 -2.153
H -6.304 0.950 -2.500
H -5.708 -1.139 -1.339
H -3.739 -1.233 0.131
H -4.315 2.298 1.669
H -4.831 3.907 3.434
H -3.023 4.898 4.794
H -0.683 4.192 4.426
H -0.146 2.545 2.677
H 1.618 -3.458 2.336
H 2.859 -5.253 1.205
H 3.532 -5.010 -1.154
H 3.008 -2.939 -2.385
H 4.400 -0.887 -0.132
H 5.937 0.617 1.079
H 5.371 2.997 1.367
H 3.317 3.914 0.362
H 1.760 2.424 -0.847
H 4.435 0.217 -2.653
H 5.273 0.011 -4.960
H 3.756 -0.715 -6.775
H 1.457 -1.422 -6.250
H 0.588 -1.188 -3.954
O -0.331 -3.121 -1.894
Cl -1.356 -2.217 -1.610
O -2.627 -2.764 -1.573
O -1.051 -1.578 -0.318
O -1.294 -1.109 -2.543
I -0.610 2.596 -2.926
*
```

Calculated values
HOMO level (spin up / spin down), eV: -14.34 / -14.30
HOMO-LUMO gap (spin up / spin down), Ha: 0.1926 / 0.2076
Calculated total energy, eV: -100873.9173
Expectation value of S²: 0.870

Löwdin population analysis, charges in e, atoms 1 to 8:
1 Ir 0.603
2 O -0.392
3 S 0.908
4 C -0.326
5 C -0.029
6 C -0.015
7 C -0.018
8 C -0.045